Below is a cluster of 2 separate species, CHFO2 in total, with properties calculated with the ωB97M-V functional and the def2-TZVPD basis.

Last column: Löwdin charge in e.
Positions of all 5 atoms, in Å:
C  0.850  0.959  0.932  -0.468
O  0.961  1.226  2.021  0.246
O  0.621  0.652  -0.129  0.231
F  -1.118  -1.903  -1.500  -0.149
H  -1.314  -0.933  -1.324  0.141

Its energy above the lowest of the compared OMol25 structures with the same formula, charge and spin is 7.3 kcal per mole.

---

Below is a structure of composition C48H120As3F18N8O12, with properties calculated with the ωB97M-V functional and the def2-TZVPD basis.

Last column: Löwdin charge in e.
Positions of all 209 atoms, in Å:
C  14.130  7.759  18.686  -0.059
C  14.577  7.970  20.144  -0.131
N  13.424  8.497  21.059  -0.191
C  12.622  9.568  20.384  -0.003
C  12.423  7.270  21.266  -0.119
C  11.400  7.470  22.421  -0.040
C  14.054  8.983  22.499  -0.022
C  14.997  10.120  22.436  -0.221
O  14.385  11.326  22.014  -0.257
C  15.252  12.421  21.938  -0.068
H  14.098  8.675  18.095  0.086
H  13.234  7.151  18.567  0.080
H  14.892  7.148  18.203  0.085
H  15.337  8.734  20.310  0.107
H  14.995  7.071  20.598  0.128
H  11.965  10.075  21.090  0.087
H  12.067  9.116  19.562  0.102
H  13.368  10.261  19.996  0.106
H  12.981  6.374  21.536  0.121
H  11.985  7.106  20.282  0.108
H  11.901  7.594  23.380  0.065
H  10.615  6.723  22.545  0.093
H  10.931  8.443  22.275  0.061
H  14.530  8.169  23.046  0.147
H  13.261  9.325  23.164  0.112
H  15.897  9.942  21.848  0.118
H  15.368  10.407  23.420  0.147
H  14.710  13.310  21.614  0.093
H  15.996  12.120  21.201  0.097
H  15.523  12.568  22.984  0.105
C  4.129  8.511  23.261  -0.019
C  3.846  8.805  21.712  -0.103
N  2.502  9.548  21.411  -0.216
C  2.192  10.633  22.457  -0.017
C  2.540  10.174  20.020  -0.156
C  3.335  11.459  19.842  -0.051
C  1.305  8.600  21.690  -0.082
C  1.317  7.227  21.055  -0.252
O  1.273  7.288  19.678  -0.160
C  1.077  5.984  19.035  -0.056
H  5.044  7.935  23.402  0.087
H  3.236  8.027  23.655  0.066
H  4.239  9.447  23.809  0.046
H  4.039  8.038  20.962  0.124
H  4.541  9.584  21.397  0.084
H  2.130  10.174  23.443  0.079
H  1.201  11.062  22.306  0.115
H  2.987  11.377  22.407  0.070
H  1.513  10.179  19.657  0.134
H  2.927  9.370  19.395  0.116
H  2.805  12.227  20.407  0.074
H  3.235  11.658  18.774  0.096
H  4.410  11.446  20.021  0.060
H  0.390  9.165  21.511  0.141
H  1.333  8.436  22.767  0.120
H  0.421  6.721  21.417  0.131
H  2.105  6.584  21.445  0.130
H  0.504  6.070  18.112  0.085
H  0.550  5.203  19.584  0.088
H  1.970  5.493  18.647  0.087
C  2.693  15.976  21.242  -0.023
C  3.994  16.737  21.711  -0.128
N  4.605  17.836  20.811  -0.234
C  3.615  19.072  20.958  0.054
C  5.952  18.206  21.450  -0.146
C  6.642  19.427  20.874  -0.053
C  4.648  17.491  19.320  -0.067
C  5.638  16.417  18.965  -0.248
O  5.449  15.217  19.615  -0.162
C  6.004  14.124  18.850  -0.059
H  2.863  15.332  20.378  0.067
H  1.894  16.635  20.904  0.072
H  2.245  15.324  21.992  0.065
H  4.827  16.039  21.799  0.111
H  3.862  17.247  22.666  0.113
H  2.751  18.778  20.362  0.095
H  4.059  19.976  20.541  0.088
H  3.390  19.127  22.023  0.105
H  6.561  17.315  21.301  0.114
H  5.644  18.308  22.490  0.123
H  7.013  19.304  19.857  0.083
H  7.579  19.691  21.364  0.082
H  6.027  20.306  20.683  0.069
H  4.934  18.367  18.736  0.142
H  3.600  17.328  19.068  0.128
H  6.622  16.824  19.197  0.089
H  5.693  16.251  17.889  0.136
H  5.715  13.131  19.197  0.056
H  7.089  14.076  18.933  0.080
H  5.758  13.991  17.796  0.105
C  10.244  11.859  30.637  -0.070
C  9.778  11.206  29.344  -0.107
N  9.196  12.231  28.283  -0.181
C  10.057  13.497  28.073  0.023
C  8.983  11.565  26.844  -0.113
C  7.852  10.521  26.856  -0.040
C  7.815  12.758  28.868  -0.051
C  7.220  13.990  28.111  -0.191
O  7.321  14.005  26.698  -0.232
C  6.743  15.176  26.038  -0.044
H  10.819  12.767  30.456  0.072
H  10.858  11.332  31.367  0.094
H  9.452  12.162  31.321  0.073
H  9.062  10.415  29.568  0.125
H  10.572  10.719  28.778  0.125
H  9.584  14.005  27.232  0.085
H  11.091  13.230  27.856  0.105
H  10.016  14.106  28.976  0.097
H  9.975  11.157  26.654  0.101
H  8.848  12.312  26.061  0.083
H  7.729  10.041  25.885  0.080
H  6.892  10.967  27.115  0.072
H  8.043  9.716  27.566  0.082
H  8.145  13.140  29.834  0.111
H  7.040  12.000  28.987  0.124
H  7.815  14.800  28.534  0.111
H  6.166  14.130  28.352  0.134
H  6.531  14.871  25.013  0.068
H  7.389  16.049  25.947  0.077
H  5.789  15.395  26.519  0.093
C  11.653  12.102  23.902  -0.039
C  10.322  12.037  23.148  -0.119
N  9.872  13.442  22.653  -0.161
C  9.482  14.398  23.877  0.052
C  10.958  14.193  21.825  -0.131
C  11.447  13.352  20.646  -0.059
C  8.682  13.268  21.717  -0.083
C  7.342  13.131  22.440  -0.168
O  7.269  11.979  23.323  -0.209
C  5.961  11.647  23.887  -0.048
H  11.877  11.168  24.417  0.073
H  11.564  12.753  24.771  0.070
H  12.562  12.317  23.340  0.065
H  9.535  11.555  23.727  0.113
H  10.429  11.375  22.289  0.106
H  8.823  15.192  23.524  0.091
H  10.336  14.839  24.391  0.085
H  8.888  13.846  24.605  0.063
H  11.809  14.409  22.471  0.116
H  10.458  15.111  21.518  0.104
H  10.719  12.740  20.112  0.080
H  12.212  12.704  21.074  0.051
H  11.916  14.024  19.929  0.086
H  8.799  12.324  21.186  0.121
H  8.577  13.967  20.887  0.119
H  6.483  13.012  21.779  0.119
H  7.081  13.998  23.048  0.088
H  5.213  11.591  23.096  0.065
H  5.644  12.434  24.571  0.074
H  6.019  10.715  24.450  0.073
C  11.494  18.135  25.903  -0.044
C  10.265  19.049  25.774  -0.153
N  10.469  20.515  26.257  -0.212
C  9.274  21.293  25.686  -0.015
C  10.292  20.623  27.870  -0.087
C  10.206  22.080  28.428  -0.047
C  11.741  21.189  25.722  -0.064
C  11.911  21.265  24.171  -0.169
O  11.802  20.074  23.392  -0.208
C  11.415  20.124  22.003  -0.046
H  12.371  18.462  25.343  0.083
H  11.344  17.091  25.629  0.064
H  11.769  18.064  26.955  0.080
H  9.453  18.603  26.349  0.115
H  9.822  19.068  24.779  0.113
H  9.166  21.157  24.610  0.095
H  9.311  22.363  25.889  0.103
H  8.314  20.932  26.055  0.108
H  11.104  19.974  28.199  0.122
H  9.333  20.134  28.037  0.115
H  10.328  22.013  29.509  0.092
H  9.307  22.626  28.142  0.079
H  11.065  22.624  28.035  0.068
H  12.559  20.688  26.239  0.134
H  11.792  22.170  26.193  0.118
H  12.884  21.721  23.989  0.134
H  11.206  21.977  23.742  0.111
H  12.228  20.484  21.372  0.096
H  10.581  20.817  21.889  0.075
H  11.061  19.156  21.647  0.091
N  12.463  8.691  26.662  -0.712
O  12.510  8.367  27.837  -0.038
O  11.420  9.121  26.190  -0.093
O  13.352  8.400  25.917  -0.039
N  13.604  15.117  25.822  -0.723
O  13.033  15.450  24.786  -0.100
O  14.817  15.122  25.842  -0.022
O  12.975  14.640  26.696  -0.036
As  2.036  13.544  25.029  0.881
F  0.918  13.720  26.324  -0.239
F  2.220  15.334  24.805  -0.306
F  3.294  13.291  23.743  -0.311
F  1.963  11.763  25.142  -0.283
F  0.658  13.487  23.859  -0.293
F  3.362  13.562  26.242  -0.304
As  7.343  9.084  19.384  0.902
F  9.065  9.396  19.924  -0.320
F  7.676  9.396  17.679  -0.267
F  5.625  8.943  18.915  -0.285
F  6.923  8.868  21.093  -0.281
F  7.057  10.858  19.652  -0.311
F  7.665  7.331  19.144  -0.283
As  9.794  16.555  18.516  0.861
F  8.855  16.781  19.987  -0.292
F  8.270  16.385  17.636  -0.262
F  10.795  16.236  17.087  -0.258
F  11.243  16.725  19.553  -0.286
F  9.784  14.815  18.857  -0.269
F  9.792  18.339  18.176  -0.299

As for the net charge: +1.

---

Results for frontier orbital gap: 13.62, 6.11 (in eV, following the order of the records).
Results for HOMO level: -13.4, -8.7 (in eV, following the order of the records).
Results for electronic energy: -7866.1709, -319630.2393 (in eV, following the order of the records).